Density functional theory data (the ωB97M-V functional and the def2-TZVPD basis) for a molecular structure, C29H32AlN2OSe2.

XYZ file:
```
67
Properties=species:S:1:pos:R:3:forces:R:3:lowdin_charge:R:1
Al -0.770259 -0.152669 0.924688 -0.055 0.231 0.319 0.1700
C 0.421010 3.292508 0.902319 -0.039 0.010 -0.024 -0.0058
C 1.110045 2.004661 1.244087 -0.042 -0.062 -0.048 -0.2510
C 2.323334 1.701256 0.650573 0.005 0.092 -0.080 0.0020
C 3.122713 0.646302 1.094831 -0.003 -0.032 0.010 -0.2140
C 4.455321 0.386594 0.463247 0.010 0.003 0.018 -0.0058
C 2.705115 -0.092434 2.205067 -0.019 -0.043 -0.037 -0.0044
C 1.506042 0.177846 2.840164 0.005 0.026 0.069 -0.2897
C 1.218033 -0.417086 4.191234 -0.006 -0.016 -0.069 -0.0506
C 0.624059 1.141540 2.268525 0.169 -0.026 0.021 -0.1038
H -0.638176 3.295650 1.150137 0.014 -0.008 0.016 0.0743
H 0.551133 3.550246 -0.148595 0.001 0.022 0.000 0.0926
H 0.889477 4.093428 1.479490 0.000 -0.006 0.017 0.1193
H 2.703934 2.350086 -0.131289 -0.016 -0.006 -0.013 0.1453
H 5.214817 1.004533 0.949205 -0.005 0.007 0.009 0.1147
H 4.460765 0.650672 -0.593605 -0.012 -0.002 0.001 0.0903
H 4.764897 -0.650768 0.581758 -0.007 -0.002 -0.002 0.0930
H 3.372448 -0.838425 2.622828 -0.002 0.009 0.016 0.1455
H 1.245970 -1.509220 4.212808 -0.024 -0.016 -0.091 0.0648
H 0.279067 -0.056017 4.607035 -0.051 -0.072 0.018 0.0916
H 2.013117 -0.113209 4.875234 -0.023 0.088 0.006 0.1192
H -0.192285 1.500994 2.894470 -0.022 0.015 -0.019 0.1407
Se 0.938754 -3.104658 1.313945 -0.050 -0.078 0.159 0.9173
Se -0.882194 -2.172938 2.480916 0.082 -0.173 -0.247 0.9737
C -2.209901 -2.495338 1.125256 -0.035 0.154 -0.047 -0.5537
C -3.067804 -3.564253 1.034143 -0.002 -0.035 0.029 -0.0146
C -3.947866 -3.578298 -0.046508 0.018 0.030 -0.012 0.0291
C -3.923438 -2.537789 -0.965423 -0.012 -0.060 0.020 0.0210
C -3.032156 -1.494847 -0.785629 0.050 0.016 0.032 -0.0361
N -2.184459 -1.470473 0.251606 -0.033 -0.147 0.139 -0.0143
C 1.154009 -1.940656 -0.199434 -0.030 0.055 -0.015 -0.5593
C 2.064297 -2.406204 -1.133940 0.039 -0.003 -0.057 -0.0602
C 2.307784 -1.654488 -2.270605 0.032 -0.048 0.016 0.0278
C 1.635339 -0.450609 -2.451313 0.005 0.040 -0.016 0.0119
C 0.756061 -0.043070 -1.482182 -0.088 0.028 0.076 -0.0527
N 0.506275 -0.774379 -0.366632 0.132 -0.082 0.037 0.0086
H -3.060810 -4.356070 1.770362 0.008 -0.009 -0.006 0.1380
H -4.644198 -4.398548 -0.163310 -0.006 0.003 -0.010 0.1429
H -4.592605 -2.531779 -1.814176 -0.002 0.010 -0.004 0.1370
H -2.985667 -0.661707 -1.474402 -0.013 0.005 0.005 0.1258
H 2.571876 -3.350607 -0.980552 -0.008 -0.007 0.000 0.1275
H 3.011660 -2.009889 -3.012284 0.002 0.002 -0.002 0.1443
H 1.794279 0.160864 -3.327872 -0.003 -0.004 -0.007 0.1380
H 0.212002 0.889962 -1.568313 0.002 0.009 -0.008 0.1250
C -5.996388 5.879254 -1.313586 -0.044 0.023 -0.012 0.0014
C -5.190662 4.800860 -0.685305 0.022 -0.035 0.054 -0.1695
C -4.140061 4.183034 -1.388012 -0.043 0.040 -0.038 0.0333
C -3.387933 3.185092 -0.835679 0.052 -0.076 0.076 -0.1445
C -2.289697 2.576090 -1.658960 -0.044 0.015 0.041 -0.0090
C -3.684892 2.759329 0.514631 0.056 0.038 -0.103 -0.0865
C -2.968061 1.802057 1.207495 0.089 -0.044 0.092 -0.0457
O -1.914583 1.160547 0.811031 -0.114 0.166 -0.322 -0.0320
C -4.780049 3.377336 1.233095 0.077 -0.096 0.042 -0.1549
C -5.158006 2.975874 2.633328 0.003 0.017 -0.024 -0.0195
C -5.487467 4.373003 0.615838 -0.101 0.095 -0.010 0.0330
H -5.542919 6.262649 -2.223853 0.012 -0.002 0.008 0.0961
H -6.162887 6.697584 -0.611951 0.018 0.001 -0.003 0.1092
H -6.986891 5.485807 -1.564644 0.010 -0.014 -0.004 0.1196
H -3.928845 4.515638 -2.396525 0.007 -0.007 0.002 0.1362
H -2.288621 3.002813 -2.659444 -0.001 0.005 0.019 0.1021
H -2.419628 1.497059 -1.749809 0.007 -0.041 -0.010 0.0697
H -1.317489 2.761422 -1.202117 0.033 -0.006 0.010 0.0637
H -3.296791 1.564535 2.218246 0.011 -0.002 -0.038 0.1412
H -5.402212 1.914725 2.700264 -0.016 -0.001 0.011 0.0982
H -6.034578 3.530943 2.955804 -0.003 0.005 -0.011 0.0979
H -4.359475 3.193356 3.344972 0.002 0.002 0.004 0.1029
H -6.302078 4.851078 1.145418 0.002 -0.002 0.000 0.1419
```
Positions in Å, forces in eV/Å.

Summary:
Kohn-Sham gap: 7.67 eV
Energy relative to the best compared isomer or geometry (same formula, charge and spin): 4.0 kcal/mol
Net charge: +3

Density functional theory data (the ωB97M-V functional and the def2-TZVPD basis) for a single C6H10O molecule.

XYZ file:
```
17
Properties=species:S:1:pos:R:3:forces:R:3:lowdin_charge:R:1
C -0.461810 1.114717 0.935343 -0.054 0.064 0.172 -0.1688
C -0.808829 1.388601 -0.523651 0.063 0.162 0.218 -0.1954
O -0.077616 0.413591 -1.276553 0.512 0.333 0.057 -0.1332
C -0.716219 -2.075706 -0.584914 0.405 0.024 0.242 0.0319
C 0.519981 -1.664855 -0.302169 -0.792 -0.280 -0.288 -0.1148
C 0.925363 -0.226289 -0.453955 -0.020 -0.181 0.058 -0.3365
C 0.970564 0.604488 0.834326 0.010 0.044 0.037 -0.1380
H -1.111896 0.335814 1.350428 0.085 0.115 -0.094 0.1130
H -0.542694 2.002709 1.562445 -0.069 -0.016 -0.017 0.1108
H -1.896663 1.328590 -0.711445 0.496 -0.306 -0.146 0.1222
H -0.493507 2.397977 -0.824940 0.049 -0.138 0.040 0.1167
H -1.489049 -1.368671 -0.827987 -0.069 0.186 -0.221 0.0577
H -1.015835 -3.109689 -0.610712 0.156 -0.261 0.246 0.0520
H 1.288100 -2.387801 -0.067830 0.170 -0.042 0.130 0.0975
H 1.947097 -0.240980 -0.897682 -0.781 0.377 -0.301 0.1494
H 1.668174 1.434744 0.677812 -0.124 -0.031 0.091 0.1163
H 1.294840 0.052761 1.721485 -0.036 -0.052 -0.223 0.1191
```
Positions in Å, forces in eV/Å.

Summary:
Kohn-Sham gap: 10.51 eV
SMILES string: C=C[C@@H]1CCCO1
Energy relative to the best compared isomer or geometry (same formula, charge and spin): 16.9 kcal/mol

Density functional theory data (the ωB97M-V functional and the def2-TZVPD basis) for a single C5H5NO molecule.

XYZ file:
```
12
Properties=species:S:1:pos:R:3:forces:R:3:lowdin_charge:R:1
O 0.268293 -1.696193 -1.728698 -0.028 0.559 0.492 0.1351
C 0.256504 -0.814509 -0.921713 0.099 -0.494 -0.421 -0.3147
C -0.617198 -0.502884 0.338942 -0.280 0.007 -0.008 -0.3313
C -2.013539 -0.866295 0.420825 0.285 0.221 0.159 0.1964
C 0.930543 0.537536 -0.813778 0.073 0.043 -0.381 -0.1441
C 0.090996 0.863231 0.389881 -0.243 0.195 0.129 -0.2010
N 1.515469 0.691121 0.513251 0.078 -0.146 0.149 0.0749
H -2.499563 -0.093038 1.059266 0.093 -0.129 -0.138 0.0157
H 1.281338 1.165144 -1.625558 -0.052 -0.091 0.124 0.1431
H -0.413236 -1.168837 1.222660 -0.036 -0.085 0.014 0.1742
H -0.357020 1.817303 0.647479 0.062 -0.152 -0.059 0.1431
H 1.782678 -0.192660 0.943298 -0.050 0.073 -0.062 0.1087
```
Positions in Å, forces in eV/Å.

Summary:
Kohn-Sham gap: 8.45 eV
Energy relative to the best compared isomer or geometry (same formula, charge and spin): 138.2 kcal/mol

Density functional theory data (the ωB97M-V functional and the def2-TZVPD basis) for a single C4H5NO2 molecule.

XYZ file:
```
12
Properties=species:S:1:pos:R:3:forces:R:3:lowdin_charge:R:1
O -2.897302 -0.168507 -0.012528 0.823 -0.020 -0.554 0.1915
C -1.904961 -0.142690 -0.627727 -0.562 0.004 0.313 -0.1409
C -0.762141 -0.059799 -1.282446 -0.235 0.120 0.019 -0.1513
C 0.547009 0.759840 1.180474 -0.119 0.191 0.111 -0.1313
N 1.401193 -0.324790 0.728925 -0.131 -0.243 -0.379 0.0200
C 1.180717 -1.051385 -0.268183 0.216 0.075 0.283 -0.2327
O 0.175450 -1.083657 -1.212089 -0.031 -0.050 0.041 -0.0360
H -0.464100 0.411932 1.417386 0.153 0.087 0.051 0.0713
H -0.575870 0.782208 -1.937730 -0.063 -0.122 0.057 0.1317
H 0.462842 1.557242 0.434989 0.022 -0.077 0.159 0.0796
H 0.974477 1.185764 2.090829 0.012 -0.083 -0.127 0.0703
H 1.862688 -1.866158 -0.511895 -0.084 0.116 0.026 0.1279
```
Positions in Å, forces in eV/Å.

Summary:
Kohn-Sham gap: 9.34 eV
SMILES string: C/N=C\OC=C=O
Energy relative to the best compared isomer or geometry (same formula, charge and spin): 65.6 kcal/mol

Density functional theory data (the ωB97M-V functional and the def2-TZVPD basis) for a single C4H7NOS2 molecule at a distorted geometry.

XYZ file:
```
15
Properties=species:S:1:pos:R:3:forces:R:3:lowdin_charge:R:1
C -1.756604 -1.015754 0.209605 -1.546 -0.705 -0.043 -0.5476
C -0.223566 1.217631 -0.847707 -0.619 -2.244 -0.008 -0.7804
C 2.143853 0.135156 0.156030 -0.648 0.583 0.880 -0.4717
C 2.875827 0.033884 1.311577 -2.309 3.622 -1.085 -0.0717
H -1.108386 -3.729508 -1.002810 -0.028 1.259 0.794 0.1069
H -2.753123 -1.298476 0.684728 1.504 -0.142 -0.214 0.0950
H -0.622365 1.945451 -1.512058 -0.440 0.934 -0.147 0.0056
H -0.186245 0.309673 -1.485134 0.261 0.366 0.429 0.0282
H 1.713273 -0.639323 -0.550193 1.233 0.406 1.234 0.0684
H 3.204771 -0.901896 1.634129 0.752 -1.216 0.529 0.0146
H 2.946496 1.003798 2.037983 0.084 -2.621 -2.029 0.1127
N -1.033764 -1.832192 -0.449755 0.495 0.299 0.161 -0.0890
O -1.371727 -3.188222 -0.216003 -0.518 -0.151 -0.486 -0.0961
S -1.617596 0.726784 0.378191 1.372 0.357 -0.825 0.8401
S 1.416264 1.736709 -0.372401 0.406 -0.746 0.810 0.7849
```
Positions in Å, forces in eV/Å.

Summary:
Kohn-Sham gap: 9.49 eV
SMILES string: C=CSCS/C=N/O
Energy relative to the best compared isomer or geometry (same formula, charge and spin): 90.4 kcal/mol

Density functional theory data (the ωB97M-V functional and the def2-TZVPD basis) for 2 unconnected molecules or ions with the total composition C26H52BrFN5O9P at a distorted geometry.

XYZ file:
```
95
Properties=species:S:1:pos:R:3:forces:R:3:lowdin_charge:R:1
C 1.706692 4.234463 0.582420 -0.037 0.032 -0.277 -0.0988
C 0.217583 4.632882 0.596747 0.328 -0.034 0.204 -0.2423
C -0.619801 3.843179 1.610746 0.128 0.088 -0.282 -0.1779
C -1.174445 2.531035 1.027957 0.045 0.555 0.275 -0.1823
N -0.778018 1.420248 1.878294 0.001 -0.015 0.059 0.0060
N -0.951280 0.154138 1.300864 1.002 0.356 0.284 0.0711
C -0.115939 -0.161426 0.247060 0.502 -0.816 0.677 -0.3022
N 0.982314 0.535667 0.006595 -0.596 0.073 -1.796 0.0233
P 2.330077 0.299239 -1.142397 1.714 1.084 1.671 0.8432
O 2.388649 -1.277245 -1.354116 -0.606 0.102 -0.820 -0.2159
O 1.822573 0.885454 -2.578783 -0.523 -0.497 -0.027 -0.2640
N -0.467926 -1.217856 -0.519098 -1.543 0.644 0.083 0.0279
C -0.746350 -1.018614 -1.953563 1.146 0.018 -0.634 -0.1246
C -1.114097 0.387292 -2.439099 -0.325 -0.109 -0.095 -0.0981
C -2.567039 0.790414 -2.306628 -0.108 -0.512 -0.073 -0.5726
N -3.464635 0.046462 -3.074215 0.489 0.671 -0.855 0.1334
O -2.936375 1.698058 -1.612429 -0.101 0.596 0.410 0.0698
C -1.344201 -2.183771 0.149429 0.784 -0.463 0.217 -0.6362
Br -3.253775 -1.666682 -0.080006 -0.151 0.177 -0.091 0.9309
O -1.041361 -3.374759 -0.493029 -0.421 0.396 -0.258 -0.1046
C -2.017535 -4.235811 -1.061256 0.272 -0.964 -0.152 -0.2334
C -1.256280 -5.475143 -1.549777 -0.313 -0.082 -0.064 -0.1528
C -1.053042 -5.545177 -3.079507 0.693 -0.073 0.802 -0.2453
C 0.381314 -5.925676 -3.449971 -0.171 0.108 -0.516 -0.1146
C -0.969380 -2.307709 1.656890 -0.444 0.236 0.029 -0.1870
C -1.910618 -3.329905 2.292016 -0.144 -0.300 -0.063 -0.0877
C -1.660216 -3.877900 3.709575 0.106 -0.313 0.068 -0.3755
C -0.609121 -3.226444 4.580007 0.348 -0.128 0.340 -0.0299
O -1.368393 -5.277802 3.583592 -0.169 -0.020 0.037 -0.0426
C 0.535132 -2.813799 1.610607 -0.185 -0.153 0.025 -0.6663
O 0.718153 -4.010374 1.717685 -0.063 -1.019 0.262 0.0571
O 1.336785 -1.897397 1.424206 0.875 1.325 -0.347 0.0057
C -1.045671 -0.905195 2.335765 -1.116 -0.329 -0.546 -0.4274
F -0.010974 -0.662310 3.191329 -0.067 0.011 0.308 0.1008
O -2.247347 -0.766890 2.993678 0.375 -0.244 0.140 -0.0392
C -2.329763 0.036073 4.166030 -0.467 0.917 0.361 -0.1896
C -3.726873 0.669476 4.211179 -0.236 -0.882 0.409 -0.1971
C -4.682115 -0.086985 5.153957 -0.141 -0.003 -0.141 -0.1017
H 2.354045 5.106387 0.646814 0.034 0.069 0.042 0.0646
H 1.985687 3.738778 -0.348031 0.040 -0.166 -0.001 0.0495
H 1.975928 3.585911 1.416135 -0.009 -0.078 0.068 0.0671
H -0.190942 4.488082 -0.402011 -0.173 0.137 -0.057 0.1010
H 0.149230 5.695755 0.817758 -0.081 0.072 0.021 0.1000
H -1.425940 4.476970 1.970867 -0.155 -0.091 0.071 0.1072
H 0.014367 3.625309 2.472316 -0.060 0.024 0.168 0.1036
H -2.257950 2.590129 0.987590 -0.100 -0.277 -0.157 0.1202
H -0.809720 2.442934 0.002149 -0.067 -0.203 -0.118 0.0855
H 0.133024 1.553049 2.306646 0.079 -0.221 0.005 0.1231
H 1.168364 1.336078 0.591899 -0.096 -0.017 0.228 0.0777
H 2.329309 -1.506842 -2.294162 -0.025 -0.257 0.140 0.0761
H 2.065196 1.821732 -2.594386 0.140 -0.003 -0.268 0.0490
H -1.508602 -1.713432 -2.289655 -0.163 -0.152 0.424 0.1006
H 0.145733 -1.314598 -2.506829 0.033 -0.031 0.012 0.1040
H -0.496611 1.176942 -2.029321 -0.035 -0.047 0.195 0.0854
H -0.908799 0.382909 -3.511535 0.151 -0.004 -0.066 0.1269
H -3.004540 -0.324806 -3.897987 -0.075 -0.364 0.119 0.0925
H -4.197689 0.663289 -3.408827 -0.370 -0.221 0.424 0.1078
H -2.758333 -4.550948 -0.330431 -0.109 0.314 0.152 0.1050
H -2.513677 -3.778061 -1.917988 -0.181 0.265 0.112 0.0927
H -1.813267 -6.354358 -1.227771 -0.019 -0.068 0.043 0.1121
H -0.310069 -5.518280 -1.014339 0.105 0.094 0.020 0.1188
H -1.268392 -4.566734 -3.507621 -0.225 -0.007 -0.170 0.0928
H -1.728422 -6.301949 -3.469510 -0.219 0.235 -0.370 0.1008
H 0.579208 -5.655895 -4.489030 0.052 -0.069 -0.072 0.0629
H 1.105958 -5.394598 -2.837497 0.050 -0.016 0.138 0.0699
H 0.550551 -6.996894 -3.371552 0.089 -0.067 0.216 0.0712
H -2.938439 -2.985245 2.234529 -0.006 0.267 0.081 0.0797
H -1.872221 -4.214091 1.660265 0.202 -0.056 -0.042 0.1165
H -2.608760 -3.842762 4.253285 -0.124 0.263 -0.051 0.1322
H 0.391358 -3.313126 4.160187 -0.016 0.016 -0.226 0.0907
H -0.789021 -2.184083 4.813794 -0.171 0.096 -0.087 0.0584
H -0.591088 -3.756623 5.535726 -0.070 -0.010 0.083 0.0871
H -0.655055 -5.496933 4.187029 0.122 -0.003 -0.099 0.0787
H -1.586881 0.825599 4.185468 0.216 -0.104 -0.224 0.1068
H -2.200756 -0.565347 5.065977 0.192 -0.282 -0.074 0.1125
H -4.150564 0.596578 3.213510 0.157 0.415 -0.210 0.1079
H -3.658377 1.699801 4.547642 0.005 0.203 -0.283 0.1025
H -4.738609 0.369406 6.139917 0.118 -0.038 0.117 0.0672
H -5.696576 -0.112116 4.759202 -0.076 0.107 -0.010 0.0655
H -4.378629 -1.126323 5.270964 0.064 -0.070 0.027 0.0682
C 5.780593 5.181469 -1.496684 -0.069 0.084 -0.060 -0.0739
C 5.437691 4.008863 -2.398643 0.087 0.012 0.101 -0.2791
O 4.274298 4.211904 -3.185846 -0.182 -0.186 0.044 -0.1796
C 4.309399 5.312017 -4.079305 0.026 0.107 -0.058 -0.2830
C 5.419893 5.235791 -5.112155 0.051 -0.087 0.047 -0.0779
H 4.940809 5.417077 -0.841231 0.006 -0.023 0.023 0.0725
H 6.646376 4.937809 -0.881061 -0.005 -0.024 0.016 0.0800
H 6.020289 6.080539 -2.065517 0.067 -0.018 -0.004 0.0676
H 5.222457 3.133444 -1.785043 -0.059 -0.026 -0.045 0.1125
H 6.291169 3.746377 -3.032478 -0.002 0.046 -0.027 0.1086
H 4.366084 6.254066 -3.522919 0.038 -0.005 0.003 0.1076
H 3.342831 5.302889 -4.583260 -0.027 -0.039 0.036 0.1166
H 6.409098 5.261418 -4.654087 -0.001 0.059 0.002 0.0669
H 5.350017 6.081701 -5.796144 -0.024 0.005 -0.010 0.0781
H 5.342265 4.313830 -5.689568 -0.011 0.004 -0.016 0.0816
```
Positions in Å, forces in eV/Å.

Summary:
Kohn-Sham gap: 7.75 eV

LUMO? In order: -9.53, 1.10, -0.55, 0.24, 0.81, -0.02 eV.
E_tot? In order: -172888.492, -8430.508, -8797.427, -9811.470, -29465.870, -135730.879 eV.
HOMO energy? In order: -0.632, -0.346, -0.331, -0.334, -0.319, -0.286 Ha.